[1]
C43H33BrN11O2W as an isolated structure. Source: OMol25; level of theory: ωB97M-V/def2-TZVPD.

gap between HOMO and LUMO (spin up / spin down)	5.28 / 4.92	eV
2S+1	3
ΔE to the lowest compared entry with this formula, charge and spin	1.890	eV
E_HOMO (spin up / spin down)	-9.24 / -9.63	eV
LUMO energy (spin up / spin down)	-4.0 / -4.7	eV
charge	+1

```
91
Properties=species:S:1:pos:R:3:forces:R:3
W -0.49801 -0.53622 0.32931 -0.862 1.051 -0.173
O -2.55370 -3.98225 -0.07292 -0.039 -0.014 -0.007
C -2.04975 -2.90272 -0.04992 0.194 0.019 0.078
N -1.15507 -2.39007 0.93547 -0.101 -0.155 0.044
C -0.78318 -2.98137 2.10237 0.162 -0.059 -0.039
O -1.10169 -4.05514 2.55454 -0.036 0.001 0.022
C 0.13357 -2.05462 2.88588 -0.057 -0.029 -0.079
C 0.53003 -2.38214 4.16412 0.093 -0.009 0.045
C 1.34033 -1.49629 4.85923 -0.035 -0.046 -0.011
C 1.72813 -0.31660 4.24320 0.023 0.028 -0.074
C 1.28931 -0.05783 2.95697 0.104 -0.012 0.022
N 0.50209 -0.90678 2.29116 0.038 -0.243 -0.060
C -2.19267 -1.75006 -1.10317 0.430 -0.394 -0.162
C -3.10718 -2.05559 -2.22682 -0.158 0.206 0.059
C -4.18300 -1.28212 -2.41018 -0.011 0.097 0.028
C -4.46131 -0.13740 -1.55740 -0.006 -0.093 -0.055
C -3.59546 0.17615 -0.57444 0.041 0.048 0.107
N -2.46542 -0.55251 -0.34183 0.209 -0.225 -0.110
H 0.19779 -3.32550 4.57529 -0.016 0.013 0.007
H 1.66346 -1.72118 5.86682 0.006 -0.006 -0.005
H 2.36369 0.40076 4.74251 0.000 -0.008 0.006
H 1.57871 0.84843 2.44045 -0.017 0.015 0.000
H -2.88925 -2.91083 -2.85072 -0.019 -0.014 0.015
H -4.87273 -1.50852 -3.21333 -0.005 0.005 0.005
H -5.34042 0.46779 -1.71634 -0.027 -0.034 0.020
H -3.75391 1.03867 0.06663 0.034 0.024 -0.027
C -3.78133 0.16874 3.42941 0.005 0.009 -0.001
C -2.80754 -0.45091 2.66570 -0.015 -0.041 0.095
N -1.89875 0.26425 2.00352 -0.007 0.106 0.004
C -1.97614 1.59770 2.08724 0.089 0.123 -0.105
C -2.94675 2.19622 2.88738 -0.083 -0.026 0.014
N -3.84637 1.49196 3.55235 0.047 0.017 -0.036
C -0.96623 2.33790 1.31459 -0.106 -0.142 -0.022
C -0.82549 3.69687 1.33314 0.081 0.061 -0.006
C 0.26114 4.30952 0.67247 -0.104 0.007 0.013
C 1.19927 3.47227 0.10252 0.101 -0.057 0.025
C 0.98817 2.09610 0.05795 0.049 0.010 0.098
N -0.13421 1.53478 0.58546 0.089 0.185 0.030
C 1.85726 1.14328 -0.57362 0.022 0.043 -0.004
C 3.11960 1.43712 -1.10122 -0.018 -0.001 -0.058
N 3.84721 0.55458 -1.74625 -0.047 -0.023 -0.025
C 3.29286 -0.66140 -1.91580 0.044 0.063 -0.019
C 2.08302 -1.00803 -1.37639 0.000 -0.017 0.004
N 1.36130 -0.12504 -0.64123 0.084 -0.026 0.306
C 0.38118 5.78277 0.59189 -0.030 -0.039 0.032
C -0.25259 6.61905 1.50571 0.021 -0.009 0.034
C -0.14497 7.99228 1.35044 0.027 0.022 -0.006
N 0.54508 8.57041 0.37223 0.003 -0.033 0.008
C 1.15713 7.77001 -0.49514 0.003 0.029 0.018
C 1.10255 6.38626 -0.43341 -0.008 0.002 -0.030
H -4.52632 -0.41954 3.94864 0.021 -0.006 0.023
H -2.76863 -1.52714 2.58092 -0.005 -0.001 -0.071
H -2.99760 3.27233 2.98910 -0.028 0.001 -0.020
H -1.55375 4.29949 1.85318 0.017 0.018 0.002
H 2.10437 3.87747 -0.32521 -0.033 0.013 -0.042
H 3.54540 2.42509 -0.97118 -0.015 0.006 -0.029
H 3.85774 -1.38434 -2.48880 -0.007 -0.011 0.009
H 1.66774 -1.99231 -1.49441 0.025 -0.041 0.090
H -0.80904 6.22698 2.34606 -0.004 0.008 0.001
H -0.63783 8.65914 2.04818 0.011 -0.004 0.010
H 1.71552 8.25781 -1.28549 -0.012 -0.006 -0.010
H 1.59148 5.80350 -1.20241 -0.004 0.003 -0.001
C 0.05229 -3.85179 -2.77315 -0.019 0.028 -0.026
C -0.09817 -2.53560 -3.49216 0.040 -0.019 0.001
C 0.11098 -2.49209 -4.86407 -0.046 -0.013 0.010
C 0.02487 -1.29682 -5.55786 0.051 0.018 0.014
C -0.25038 -0.13013 -4.87000 0.013 -0.002 -0.011
C -0.48204 -0.13136 -3.49655 -0.032 0.019 -0.043
C -0.81475 1.18608 -2.84684 -0.026 -0.020 0.007
C -0.41638 -1.34995 -2.80809 0.133 -0.123 0.048
N -0.73180 -1.44578 -1.42234 -0.358 -0.088 -0.031
H -0.23785 -4.67753 -3.42198 0.011 0.002 -0.006
H -0.54453 -3.91108 -1.86690 -0.021 -0.014 0.003
H 1.09809 -4.01970 -2.49406 -0.009 0.002 0.028
H 0.32880 -3.41277 -5.39202 0.009 0.008 -0.003
H 0.16468 -1.27578 -6.63053 0.033 0.000 0.007
H -0.31610 0.80832 -5.40820 -0.011 -0.001 0.002
H -1.57081 1.71105 -3.43118 0.009 0.009 -0.007
H 0.06797 1.83107 -2.80457 -0.002 0.001 0.010
H -1.21116 1.06759 -1.84149 -0.020 0.008 -0.023
Br 5.40185 -6.02239 1.64955 0.036 -0.036 0.003
C 4.04323 -4.77139 1.31038 -0.031 0.038 0.001
C 2.80918 -5.18804 0.84322 -0.009 0.006 0.009
C 1.84326 -4.21970 0.61334 -0.044 -0.008 -0.003
N 2.03437 -2.91748 0.82434 0.138 -0.208 0.000
C 3.23209 -2.54480 1.27472 0.009 -0.002 0.037
C 4.27120 -3.42157 1.53231 -0.009 -0.014 -0.003
H 2.59616 -6.23283 0.66896 0.005 0.005 -0.013
H 0.86404 -4.51079 0.24616 -0.005 -0.001 0.024
H 3.37595 -1.48028 1.44292 0.001 -0.001 -0.029
H 5.22605 -3.06567 1.89165 -0.004 0.002 0.006
```
Forces are in eV/Å.

---

[2]
C43H33ClMnNPS3Sb as an isolated structure. Source: OMol25; level of theory: ωB97M-V/def2-TZVPD.

gap between HOMO and LUMO (spin up / spin down)	7.12 / 7.14	eV
2S+1	4
ΔE to the lowest compared entry with this formula, charge and spin	0.414	eV
E_HOMO (spin up / spin down)	-16.06 / -16.03	eV
LUMO energy (spin up / spin down)	-8.9 / -8.9	eV
charge	+3

```
84
Properties=species:S:1:pos:R:3:forces:R:3
Mn -0.21358 -0.76186 0.29378 0.480 1.119 1.293
S 3.08308 -0.12109 0.58890 0.104 -0.217 0.187
C 1.96240 0.58598 1.73362 -0.083 0.166 0.125
N 0.64984 0.51114 1.65848 0.256 0.021 0.011
C 0.07308 1.19232 2.74051 -0.137 0.151 0.270
C -1.28899 1.39990 2.95282 0.146 -0.068 -0.153
C -1.69079 2.08414 4.08002 -0.055 -0.014 -0.051
C -0.75643 2.57334 4.99783 0.082 0.036 0.002
C 0.59731 2.39080 4.79780 0.023 0.064 0.106
C 0.99660 1.70958 3.65495 0.029 -0.178 -0.195
S 2.61697 1.39524 3.09694 -0.202 -0.051 -0.145
H -1.99472 1.04313 2.21921 -0.138 0.023 0.052
H -2.74464 2.25263 4.25710 0.001 -0.004 -0.027
H -1.09445 3.12525 5.86392 -0.006 -0.057 0.032
H 1.32119 2.76946 5.50678 -0.005 0.030 -0.022
Cl -1.00490 -1.76561 -1.42353 -0.097 -0.711 -2.011
C -2.55722 -2.54662 -1.20763 -0.914 -0.321 0.651
C -3.15140 -3.23199 -2.24432 0.295 0.083 -0.228
C -4.36401 -3.86163 -1.99350 -0.094 -0.012 0.087
C -4.95709 -3.77950 -0.74203 0.007 -0.017 -0.006
C -4.33987 -3.07843 0.28607 -0.001 -0.009 -0.012
C -3.11229 -2.46591 0.06439 0.391 0.286 -0.130
P -2.09535 -1.69512 1.36703 -0.333 -0.788 0.350
C -0.96212 -3.05553 1.83052 0.053 0.263 -0.001
C 0.20776 -2.70687 2.52409 -0.209 -0.026 0.109
C 1.11946 -3.68666 2.89222 0.045 0.005 -0.022
C 0.87709 -5.01150 2.56082 0.029 -0.023 -0.015
C -0.28074 -5.36136 1.87645 -0.054 -0.006 -0.026
C -1.19931 -4.39152 1.50670 -0.003 0.021 -0.006
C -3.27343 -1.44592 2.71159 0.194 0.224 -0.106
C -3.28327 -2.28177 3.82450 0.069 0.053 -0.100
C -4.31294 -2.16554 4.74712 -0.015 -0.046 0.107
C -5.31501 -1.22349 4.56581 0.072 0.024 0.004
C -5.29030 -0.37534 3.46342 -0.022 0.041 -0.007
C -4.26910 -0.48164 2.53573 0.057 -0.010 0.009
H -2.69547 -3.28637 -3.22453 0.026 -0.001 0.030
H -4.84635 -4.42054 -2.78369 0.011 0.033 -0.027
H -5.89988 -4.27665 -0.55886 -0.011 0.026 -0.013
H -4.80530 -3.02057 1.26135 0.021 -0.011 0.016
H 0.34157 -1.68816 2.87391 0.075 0.002 -0.034
H 2.00445 -3.42035 3.45480 -0.002 0.000 0.000
H 1.58293 -5.77907 2.84884 0.000 0.008 0.006
H -0.48006 -6.39753 1.63784 0.033 -0.006 0.011
H -2.10636 -4.68244 0.99290 0.015 0.011 -0.041
H -2.50065 -3.01667 3.96370 -0.048 -0.042 0.026
H -4.33448 -2.82061 5.60785 0.004 0.018 0.003
H -6.11324 -1.13933 5.29081 -0.013 -0.021 -0.011
H -6.07261 0.35960 3.32900 0.013 0.008 -0.011
H -4.24848 0.17306 1.67006 -0.083 -0.015 -0.010
S 1.82423 -0.36484 -1.00931 0.207 0.006 -0.246
Sb 2.37453 1.68273 -2.41107 -0.006 0.170 -0.154
C 0.43070 2.15717 -3.16077 0.745 -0.030 0.355
C 0.01015 3.47701 -3.25149 0.025 0.034 0.013
C -1.20841 3.74128 -3.86251 0.005 0.061 -0.005
C -1.97099 2.70390 -4.37999 0.015 -0.014 0.012
C -1.53191 1.38852 -4.28330 -0.011 -0.025 -0.008
C -0.32273 1.10443 -3.66815 0.011 -0.032 0.028
C 3.43254 2.94181 -1.05526 -0.550 -0.489 -0.636
C 2.80276 4.03103 -0.46414 -0.045 0.013 -0.005
C 3.54767 4.83944 0.38159 -0.075 0.039 0.028
C 4.88936 4.56198 0.61132 0.009 -0.040 0.012
C 5.49964 3.46315 0.01670 -0.005 -0.008 0.032
C 4.76948 2.63398 -0.82047 0.075 -0.015 -0.026
C 3.61912 0.91786 -3.94868 -0.422 0.228 0.541
C 4.83913 1.53918 -4.18990 0.030 0.057 0.063
C 5.60762 1.09219 -5.25455 0.037 0.003 -0.036
C 5.15141 0.05567 -6.05773 -0.006 0.037 0.031
C 3.91798 -0.53826 -5.81454 -0.044 -0.029 -0.010
C 3.13890 -0.11095 -4.75235 0.000 -0.049 0.027
H 0.61620 4.29301 -2.87846 -0.029 0.019 -0.009
H -1.55039 4.76400 -3.94649 -0.007 -0.006 -0.009
H -2.90879 2.92164 -4.87290 -0.002 0.001 0.007
H -2.12173 0.58628 -4.70656 -0.012 0.005 0.014
H 0.02543 0.07963 -3.60227 -0.026 -0.012 -0.060
H 1.76426 4.26095 -0.66722 -0.009 0.007 0.066
H 3.07810 5.69073 0.85591 0.025 0.028 -0.031
H 5.46708 5.20827 1.25864 -0.005 0.003 -0.001
H 6.54418 3.25228 0.20205 0.001 0.003 0.003
H 5.24250 1.77329 -1.27811 0.016 0.021 0.006
H 5.18565 2.36378 -3.57969 0.030 -0.014 -0.030
H 6.56050 1.56134 -5.45839 -0.002 -0.004 -0.006
H 5.75776 -0.28869 -6.88448 -0.006 0.011 -0.009
H 3.55894 -1.32903 -6.45902 0.021 -0.021 0.017
H 2.18022 -0.57711 -4.56048 0.005 -0.023 -0.047
```
Forces are in eV/Å.

---

[3]
A 7-piece molecular cluster, C43H33F13N2 overall. Source: OMol25; level of theory: ωB97M-V/def2-TZVPD.

gap between HOMO and LUMO	9.25	eV
SMILES	N#CC[C@@H](C#N)C(F)(F)C(F)(F)C(F)(F)F.Fc1ccccc1.Fc1ccccc1.Fc1ccccc1.Fc1ccccc1.Fc1ccccc1.Fc1ccccc1
2S+1	1
E_HOMO	-9.00	eV
LUMO energy	0.2	eV

```
91
Properties=species:S:1:pos:R:3:forces:R:3
N -3.34352 -1.76440 0.23874 -0.157 0.065 -0.040
C -3.09195 -1.58028 -0.86488 0.469 -0.347 0.146
C -2.63508 -1.41835 -2.24709 0.023 0.291 0.518
C -1.19547 -0.84581 -2.35523 -0.546 -0.018 0.031
C -1.25500 0.58720 -2.04994 0.294 -0.158 0.337
N -1.30815 1.66251 -1.65763 -0.108 0.126 -0.247
C -0.19119 -1.54277 -1.41027 0.051 0.380 -0.658
F -0.25409 -0.98655 -0.18330 -0.099 -0.330 -0.001
F -0.50738 -2.85069 -1.34738 0.059 0.134 0.310
C 1.28786 -1.43029 -1.92187 0.334 -0.672 -0.035
F 1.63326 -2.59766 -2.51251 -0.163 0.259 0.001
F 1.41451 -0.45644 -2.84827 -0.104 0.066 0.258
C 2.33257 -1.19238 -0.80272 0.484 0.242 0.019
F 3.56626 -1.34570 -1.30900 -0.347 0.175 -0.089
F 2.18252 -2.09557 0.17040 -0.074 0.126 -0.186
F 2.24942 0.03827 -0.30854 -0.142 -0.261 0.029
H -3.28748 -0.68580 -2.70107 -0.128 -0.087 -0.224
H -2.73230 -2.36113 -2.77819 0.065 -0.031 -0.005
H -0.89466 -0.97564 -3.39464 0.183 -0.036 0.044
F -5.38205 -0.04104 -1.32589 -0.011 0.081 -0.113
C -6.59087 -0.12156 -0.72997 -0.166 -0.022 0.133
C -7.06722 0.97313 -0.03850 0.079 0.157 -0.003
C -8.31248 0.88665 0.56651 -0.014 -0.108 -0.041
C -9.05329 -0.28466 0.47898 -0.033 0.004 0.016
C -8.54992 -1.37338 -0.21943 -0.009 0.099 0.026
C -7.30882 -1.29519 -0.83497 0.058 -0.118 -0.106
H -6.46926 1.87255 0.02262 0.018 -0.019 -0.016
H -8.70437 1.73664 1.10862 0.019 0.007 0.009
H -10.02200 -0.34841 0.95609 0.004 -0.004 0.000
H -9.12307 -2.28840 -0.28463 0.007 -0.007 -0.015
H -6.89879 -2.13011 -1.38794 0.034 0.003 0.029
F -4.42666 -0.62482 -4.35236 -0.169 0.096 -0.268
C -5.09215 0.48898 -4.76360 -0.122 0.134 -0.045
C -4.47338 1.34238 -5.65174 0.174 -0.055 -0.041
C -5.15668 2.47641 -6.06675 -0.096 -0.010 0.062
C -6.43170 2.73826 -5.58467 -0.004 0.031 -0.014
C -7.02950 1.86303 -4.68762 0.080 0.032 -0.069
C -6.35874 0.72236 -4.27204 -0.081 -0.129 0.102
H -3.47625 1.12156 -6.00942 -0.014 -0.018 0.000
H -4.69100 3.15587 -6.76750 0.021 -0.001 0.005
H -6.95923 3.62538 -5.90814 -0.001 -0.001 0.003
H -8.02113 2.06801 -4.30754 -0.009 -0.021 0.007
H -6.80645 0.02431 -3.57741 0.019 0.011 -0.005
F 3.68334 6.10213 0.07121 0.004 0.014 0.029
C 3.05188 5.04982 -0.48988 -0.108 -0.112 -0.164
C 3.80603 4.04027 -1.05220 0.194 0.005 0.013
C 3.15082 2.95364 -1.61263 -0.112 0.048 0.044
C 1.76357 2.89465 -1.60839 0.057 -0.023 -0.054
C 1.02461 3.92493 -1.04508 0.076 0.012 0.007
C 1.67139 5.01303 -0.47605 -0.050 0.140 0.039
H 4.88576 4.10703 -1.04294 -0.008 0.019 0.025
H 3.72715 2.14792 -2.04874 0.020 0.010 -0.007
H 1.25808 2.04571 -2.04465 -0.017 0.031 -0.004
H -0.05526 3.87925 -1.04668 -0.002 -0.034 0.014
H 1.11730 5.82212 -0.01825 0.026 0.017 -0.014
F 0.28350 -1.97761 6.62323 -0.010 0.000 0.013
C 1.25525 -2.01946 5.69103 0.124 -0.007 -0.122
C 2.56811 -2.14916 6.09995 0.043 0.001 0.135
C 3.56627 -2.19568 5.13710 -0.071 0.024 -0.067
C 3.24256 -2.10511 3.79002 0.041 -0.005 -0.065
C 1.91541 -1.97311 3.40299 0.064 -0.014 0.186
C 0.90838 -1.93340 4.35736 -0.132 0.022 -0.036
H 2.79799 -2.21148 7.15522 -0.029 -0.010 0.000
H 4.59923 -2.30243 5.44037 0.000 0.009 0.016
H 4.02478 -2.13918 3.04229 -0.004 0.002 0.002
H 1.66122 -1.90156 2.35772 -0.059 0.010 -0.005
H -0.13230 -1.83882 4.07657 0.002 0.013 0.024
F 7.18755 -7.42520 0.65044 0.009 -0.015 0.003
C 6.49968 -6.31501 0.31847 -0.088 0.143 -0.043
C 7.04709 -5.43842 -0.59721 0.129 -0.015 -0.072
C 6.33368 -4.29847 -0.93853 -0.075 -0.046 0.081
C 5.09656 -4.04781 -0.35969 0.013 -0.041 0.021
C 4.56873 -4.94257 0.56183 0.069 0.032 -0.061
C 5.27022 -6.08965 0.90448 -0.065 -0.084 0.102
H 8.01518 -5.65037 -1.03091 -0.008 -0.027 0.011
H 6.74571 -3.60411 -1.65877 0.019 -0.002 0.004
H 4.54701 -3.15915 -0.62554 0.053 -0.063 0.016
H 3.60667 -4.74710 1.01805 -0.004 -0.017 0.003
H 4.87448 -6.80292 1.61499 0.030 -0.004 0.003
F 5.29187 5.47064 5.19334 0.017 0.016 0.013
C 4.43725 4.58996 4.63312 -0.123 -0.127 -0.077
C 4.16289 3.41101 5.29754 0.058 -0.036 0.128
C 3.28084 2.50829 4.72015 -0.003 0.052 -0.079
C 2.69654 2.79177 3.49327 -0.026 -0.040 -0.017
C 2.99027 3.98307 2.84240 0.013 -0.118 0.156
C 3.86484 4.89577 3.41448 0.039 0.128 -0.067
H 4.63506 3.20879 6.24972 0.002 0.030 -0.002
H 3.04985 1.58149 5.22903 0.018 -0.016 0.008
H 2.01200 2.08353 3.04459 0.000 0.006 -0.003
H 2.53707 4.19865 1.88667 -0.023 0.013 -0.004
H 4.10197 5.83155 2.92576 0.022 -0.011 0.002
```
Forces are in eV/Å.

---

no.,electronic energy (eV)
1,-137476.4818
2,-138767.0653
3,-83433.1669